(1)
ORCA calculation (the ωB97M-V functional and the def2-TZVPD basis) on C21H34N2O4 in the gas phase.

Geometry as ORCA input:
```
! wB97M-V def2-TZVPD RIJCOSX def2/J DEFGRID3
* xyz 0 1
C -1.19 0.79 -2.86
C -2.66 1.14 -2.70
O -3.43 0.20 -3.43
C -4.80 0.49 -3.52
C -5.60 0.29 -2.23
H -5.21 0.95 -1.44
H -6.63 0.57 -2.42
C -5.55 -1.15 -1.72
N -4.20 -1.57 -1.42
C -3.65 -1.32 -0.20
O -4.30 -0.94 0.75
C -2.18 -1.56 -0.14
C -1.52 -2.49 -0.93
C -0.15 -2.65 -0.82
C 0.61 -1.88 0.05
C -0.04 -0.92 0.85
C -1.43 -0.79 0.74
H -1.92 -0.07 1.37
O 0.51 -0.10 1.79
C 1.90 0.20 1.83
C 2.13 1.01 3.10
C 3.60 1.43 3.18
N 3.94 2.23 2.02
C 3.80 1.44 0.81
C 2.35 1.03 0.63
H 2.23 0.47 -0.29
H 1.72 1.93 0.57
H 4.42 0.53 0.84
H 4.12 2.05 -0.04
C 5.18 2.98 2.16
C 5.19 4.15 1.16
H 5.40 3.81 0.15
H 5.97 4.86 1.44
H 4.23 4.65 1.17
C 6.46 2.15 2.03
H 6.45 1.32 2.74
H 7.32 2.78 2.25
H 6.57 1.76 1.03
H 5.15 3.41 3.17
H 4.22 0.52 3.26
H 3.75 2.03 4.08
H 1.86 0.42 3.97
H 1.50 1.89 3.07
H 2.48 -0.73 1.87
O 1.97 -2.02 0.18
C 2.64 -2.92 -0.67
H 2.32 -3.95 -0.50
H 2.49 -2.67 -1.73
H 3.69 -2.82 -0.43
H 0.33 -3.39 -1.43
H -2.07 -3.13 -1.61
H -3.58 -1.61 -2.22
H -5.96 -1.83 -2.48
H -6.13 -1.24 -0.80
H -4.94 1.53 -3.88
H -5.18 -0.19 -4.29
H -2.85 2.15 -3.10
H -2.93 1.13 -1.64
H -0.92 0.78 -3.91
H -0.58 1.51 -2.34
H -1.00 -0.20 -2.44
*
```

SMILES: CCOCCCNC(=O)c1ccc(OC)c(OC2CCN(C(C)C)CC2)c1
Orbital gap (eV): 8.874
LUMO level (hartree): 0.024

***

(2)
ORCA calculation (the ωB97M-V functional and the def2-TZVPD basis) on C3H5N3 in the gas phase.

Geometry as ORCA input:
```
! wB97M-V def2-TZVPD RIJCOSX def2/J DEFGRID3
* xyz 0 1
N -1.50 1.57 0.00
C -0.52 0.75 0.02
C -0.64 -0.78 0.05
N 0.66 -1.39 -0.14
C 1.49 -0.46 -0.09
N 0.85 0.94 0.14
H -2.39 1.05 0.03
H -1.01 -1.11 1.03
H -1.30 -1.14 -0.73
H 2.60 -0.62 -0.24
H 1.77 1.19 -0.07
*
```

SMILES: [H]/N=C1\CN=CN1
Orbital gap (eV): 10.189
LUMO level (hartree): 0.031

***

(3)
ORCA calculation (the ωB97M-V functional and the def2-TZVPD basis) on a molecular structure, C15H39CaN2O7.

Geometry as ORCA input:
```
! wB97M-V def2-TZVPD RIJCOSX def2/J DEFGRID3
* xyz -1 1
Ca 13.09 17.28 4.79
C 16.37 18.62 3.95
O 15.00 18.35 3.93
H 16.97 17.71 3.89
H 16.78 19.14 3.08
H 16.62 19.29 4.77
C 10.63 18.61 2.62
O 12.01 18.45 2.87
H 10.47 19.58 2.15
H 10.23 17.87 1.93
H 10.09 18.55 3.56
C 13.97 15.31 7.91
O 13.48 15.67 6.64
H 14.95 14.83 7.84
H 14.25 16.21 8.46
H 13.42 14.76 8.67
C 10.08 15.65 5.14
O 10.94 16.74 5.44
C 10.42 17.45 6.59
C 11.53 18.40 7.23
N 12.40 18.94 6.19
C 13.53 19.62 6.82
C 13.20 20.94 7.44
O 12.52 21.79 6.54
C 12.39 23.09 7.04
H 10.15 15.00 6.01
H 10.48 14.99 4.37
H 9.06 15.87 4.84
H 9.94 16.84 7.35
H 9.69 18.12 6.13
H 12.19 17.84 7.89
H 11.11 19.14 7.91
H 11.76 19.61 5.79
H 14.26 19.83 6.04
H 14.13 18.91 7.40
H 14.12 21.44 7.74
H 12.61 20.87 8.35
H 13.32 23.66 7.14
H 11.84 23.12 7.98
H 11.89 23.80 6.37
C 10.35 10.84 8.16
O 11.18 10.75 7.04
C 11.69 12.03 6.71
C 12.69 11.99 5.50
N 12.96 13.27 4.92
C 14.02 13.31 3.94
C 14.46 14.72 3.60
O 13.43 15.59 3.12
C 12.87 15.21 1.88
H 10.88 11.28 9.00
H 10.04 9.86 8.52
H 9.41 11.34 7.92
H 12.34 12.45 7.49
H 10.96 12.78 6.41
H 12.12 11.48 4.72
H 13.59 11.45 5.79
H 13.21 14.01 5.56
H 13.69 12.80 3.03
H 14.85 12.70 4.31
H 15.21 14.63 2.81
H 15.11 15.11 4.39
H 13.60 14.83 1.17
H 12.29 15.98 1.36
H 12.10 14.45 2.02
*
```

Orbital gap (eV): 6.091
LUMO level (hartree): 0.098

***

(4)
ORCA calculation (the ωB97M-V functional and the def2-TZVPD basis) on C4H6N2O in the gas phase.

Geometry as ORCA input:
```
! wB97M-V def2-TZVPD RIJCOSX def2/J DEFGRID3
* xyz 0 1
O 1.40 2.05 0.83
C 0.85 1.14 0.29
N 1.44 -0.01 -0.28
C 0.46 -1.08 -0.10
C -0.68 -0.26 -0.67
C -1.67 0.27 0.31
N -0.52 1.06 -0.09
H 2.43 -0.16 -0.20
H 0.34 -1.33 0.97
H 0.65 -1.99 -0.67
H -0.40 -0.18 -1.72
H -2.64 0.68 0.04
H -1.67 -0.19 1.30
*
```

SMILES: O=C1NC[C@H]2CN12
Orbital gap (eV): 10.391
LUMO level (hartree): 0.032

***

(5)
ORCA calculation (the ωB97M-V functional and the def2-TZVPD basis) on a gas-phase ion, C4H9NOP (charge +1).

Geometry as ORCA input:
```
! wB97M-V def2-TZVPD RIJCOSX def2/J DEFGRID3
* xyz 1 1
C -0.86 -1.54 0.39
C 0.35 -1.19 0.03
C 1.79 -1.32 0.17
C 0.56 1.86 0.04
N -0.36 0.82 -0.15
O -2.05 -0.90 0.09
P -1.93 0.57 -0.41
H -1.10 -2.52 0.79
H 2.12 -2.05 -0.62
H 2.24 -0.34 -0.25
H 2.11 -1.47 1.14
H 0.61 2.58 -0.84
H 1.48 1.38 0.20
H 0.25 2.42 1.02
H -3.01 1.36 0.13
H -2.21 0.35 -1.72
*
```

Orbital gap (eV): 8.807
LUMO level (hartree): -0.182

***

(6)
ORCA calculation (the ωB97M-V functional and the def2-TZVPD basis) on C4H8FN in the gas phase.

Geometry as ORCA input:
```
! wB97M-V def2-TZVPD RIJCOSX def2/J DEFGRID3
* xyz 0 1
C 1.38 0.60 -0.24
C 0.04 0.23 0.31
C -1.26 1.04 0.04
C -1.91 -0.43 -0.07
H 1.43 0.67 -1.37
H 1.77 1.51 0.15
H 0.11 0.19 1.40
H -1.69 1.61 0.84
H -1.27 1.55 -0.95
H -2.69 -0.64 -0.85
H -2.44 -0.68 0.90
H -0.33 -1.81 0.30
N -0.54 -0.99 -0.24
F 2.16 -0.45 0.12
*
```

SMILES: FC[C@H]1CCN1
Orbital gap (eV): 10.369
LUMO level (hartree): 0.044

***

(7)
ORCA calculation (the ωB97M-V functional and the def2-TZVPD basis) on a molecular structure, C17H23N7SZr.

Geometry as ORCA input:
```
! wB97M-V def2-TZVPD RIJCOSX def2/J DEFGRID3
* xyz 4 1
Zr 0.74 -0.25 -0.18
N 3.03 0.46 -0.04
C 3.40 0.88 -1.40
C 2.43 1.89 -1.95
N 1.05 1.34 -1.93
H 3.07 1.24 0.60
H 3.76 -0.17 0.33
H 3.34 -0.05 -1.96
H 4.39 1.31 -1.39
H 2.70 2.11 -3.00
H 2.44 2.80 -1.29
H 0.77 0.97 -2.80
H 0.39 2.14 -1.87
N -3.09 -1.72 -1.39
C -3.67 -0.47 -1.06
C -4.94 0.02 -1.30
C -5.18 1.37 -1.09
C -4.11 2.20 -0.67
C -2.79 1.74 -0.56
C -2.56 0.39 -0.85
N -1.34 -0.38 -0.92
C -1.75 -1.63 -1.23
C -0.69 -2.67 -1.33
C -0.88 -3.96 -1.73
S 0.64 -4.84 -1.69
C 1.46 -3.42 -1.28
N 0.66 -2.32 -1.01
H -3.62 -2.52 -1.66
H -5.69 -0.67 -1.71
H -6.19 1.80 -1.20
H -4.38 3.24 -0.44
H -1.95 2.38 -0.25
H -1.82 -4.47 -1.86
H 2.56 -3.42 -1.04
C 3.04 -1.46 2.71
C 1.95 -0.45 2.58
C 1.66 0.76 3.13
C 0.41 1.22 2.58
N -0.07 0.30 1.71
N 0.77 -0.86 1.90
C -0.45 2.42 2.96
H 2.83 -2.27 2.01
H 3.09 -1.82 3.71
H 4.02 -1.00 2.36
H 2.26 1.32 3.84
H 0.25 -1.64 2.29
H -1.10 2.25 3.83
H -1.09 2.78 2.13
H 0.26 3.12 3.39
*
```

Orbital gap (eV): 5.514
LUMO level (hartree): -0.534

***

(8)
ORCA calculation (the ωB97M-V functional and the def2-TZVPD basis) on a molecular structure, C4H6NO.

Geometry as ORCA input:
```
! wB97M-V def2-TZVPD RIJCOSX def2/J DEFGRID3
* xyz 1 1
C -0.92 0.49 -0.51
C 0.18 -0.61 -0.05
C -1.63 -0.92 -0.59
C 1.63 -0.49 -0.11
N -2.07 0.09 0.43
O -0.57 -1.58 0.19
H -0.96 1.46 -1.06
H 1.96 -0.78 -1.20
H 2.10 -1.16 0.66
H 2.05 0.35 0.33
H -1.95 0.11 1.40
H -2.96 0.57 0.21
*
```

Orbital gap (spin up / spin down) (eV): 9.148 / 9.148
LUMO level (spin up / spin down) (hartree): -0.191 / -0.191

***

Calculated values (eV) of energy relative to the best compared isomer or geometry (same formula, charge and spin) for the records, taken in order: 2.5361 2.5323 1.7652 2.5098 3.6296 1.1327 0.0000 5.0445.